Entry 1:
# C4H8OS

One molecule with the formula C4H8OS (wB97M-V/def2-TZVPD, the Open Molecules 2025 dataset).

**Maximum force**: 0.7 eV/A
**Gap between HOMO and LUMO**: 10.05 eV
**HOMO**: -9.179 eV
**ΔE to the lowest compared entry with this formula, charge and spin**: 11.3 kcal per mole
**E_LUMO**: 0.873 eV
**Structure (SMILES)**: O=CCCCS

The geometry in XYZ format:
```
14
Properties=species:S:1:pos:R:3:forces:R:3
O 0.1575 1.1049 -2.8472 0.2 0.1 0.0
C -0.7621 0.4219 -2.4879 -0.1 -0.1 -0.1
C -1.1951 0.2896 -1.0492 0.1 -0.1 0.0
C 0.0114 0.0931 -0.1306 0.5 -0.1 -0.4
C -0.3561 -0.1017 1.3221 0.5 -0.2 0.1
S 0.9833 -0.8486 2.3039 0.0 -0.2 0.1
H -1.3342 -0.1631 -3.2384 0.0 0.0 0.1
H -1.6812 1.2219 -0.7655 -0.3 0.1 -0.1
H -1.9305 -0.5204 -0.9770 0.2 0.1 0.1
H 0.6797 0.9565 -0.2356 -0.2 -0.1 0.0
H 0.6094 -0.7542 -0.4842 -0.2 -0.1 0.1
H -0.6270 0.8426 1.7824 -0.3 0.0 0.1
H -1.1434 -0.8429 1.4354 -0.3 0.2 0.0
H 1.9942 -0.0742 1.8988 0.0 0.2 -0.1
```
Forces are in eV/Å.

=====

Entry 2:
# C4H8OS

One molecule with the formula C4H8OS (wB97M-V/def2-TZVPD, the Open Molecules 2025 dataset).

**Maximum force**: 5.9 eV/A
**Gap between HOMO and LUMO**: 8.76 eV
**HOMO**: -8.395 eV
**ΔE to the lowest compared entry with this formula, charge and spin**: 94.6 kcal per mole
**E_LUMO**: 0.369 eV
**Structure (SMILES)**: C[C@@H](O)CC=S

The geometry in XYZ format:
```
14
Properties=species:S:1:pos:R:3:forces:R:3
C -0.8424 1.1445 0.4730 -1.7 2.7 1.8
C 0.2808 0.1060 0.6059 1.4 3.3 2.4
C 1.1057 -0.2276 -0.5960 0.1 -2.2 0.1
C 0.1329 -1.0569 -1.4321 3.8 2.9 1.8
H -0.6297 2.0896 -0.2131 -0.5 -2.2 1.2
H -1.9782 0.6837 0.2763 3.0 1.3 0.4
H -0.7174 1.6801 1.6613 -1.6 -1.4 -3.5
H 0.8695 0.7652 1.4467 -0.1 -2.3 -1.9
H -1.2262 -0.7017 1.6492 4.6 -2.2 -2.3
H 1.6043 0.5828 -1.1064 -0.3 0.5 -0.1
H 1.8865 -0.9807 -0.3344 -0.3 0.8 0.1
H -0.7623 -0.6492 -1.4274 -4.6 1.7 -0.3
O -0.2303 -1.0858 1.1142 -4.9 1.6 2.9
S 0.5068 -2.3501 -2.1173 0.9 -4.5 -2.5
```
Forces are in eV/Å.

=====

Entry 3:
# C4H8OS

One molecule with the formula C4H8OS (wB97M-V/def2-TZVPD, the Open Molecules 2025 dataset).

**Maximum force**: 1.4 eV/A
**Gap between HOMO and LUMO**: 9.49 eV
**HOMO**: -8.807 eV
**ΔE to the lowest compared entry with this formula, charge and spin**: 26.9 kcal per mole
**E_LUMO**: 0.685 eV
**Structure (SMILES)**: C=C(CO)CS

The geometry in XYZ format:
```
14
Properties=species:S:1:pos:R:3:forces:R:3
C 0.9030 -0.7478 -0.5050 -0.8 -0.1 1.1
C 0.2432 0.5232 0.0347 0.3 0.7 0.3
C 0.7507 1.7370 -0.1719 0.3 -0.4 -0.6
C -1.0679 0.4470 0.7731 -0.2 0.2 0.2
H 0.7462 -2.6644 0.0894 0.1 0.2 -0.2
H 0.5943 -0.9887 -1.5229 -0.3 0.1 0.0
H 1.9645 -0.6874 -0.4934 1.0 0.6 -0.2
H 0.2227 2.6566 0.0419 0.0 -0.1 0.4
H 1.6800 1.8513 -0.7047 0.3 0.1 -0.1
H -1.4645 1.4632 0.9822 0.5 -0.5 -0.1
H -1.0647 -0.0914 1.7390 0.2 0.1 -0.7
H -1.7964 -1.4695 -0.3331 0.2 -0.7 0.0
O 0.5708 -1.7809 0.4248 -0.5 -0.3 0.2
S -2.2818 -0.2484 -0.3542 -1.0 0.2 -0.2
```
Forces are in eV/Å.

=====

Entry 4:
# C4H8OS

One molecule with the formula C4H8OS (wB97M-V/def2-TZVPD, the Open Molecules 2025 dataset).

**Maximum force**: 3.5 eV/A
**Gap between HOMO and LUMO (spin up / spin down)**: 8.11 / 8.10 eV
**HOMO (spin up / spin down)**: -8.190 / -8.180 eV
**ΔE to the lowest compared entry with this formula, charge and spin**: 109.0 kcal per mole
**E_LUMO (spin up / spin down)**: -0.076 / -0.079 eV
**Structure (SMILES)**: C=S(=O)=CCC

The geometry in XYZ format:
```
14
Properties=species:S:1:pos:R:3:forces:R:3
C -1.2796 -1.8136 -0.1813 -0.2 1.2 -2.8
C -0.5334 0.3026 -0.6594 -0.7 -1.8 0.4
C 1.4826 0.7199 1.0354 -0.1 -0.6 0.4
C 0.8487 0.7478 -0.4057 2.1 1.4 0.3
O -2.9936 0.2555 -0.2359 -2.6 0.5 -0.6
S -1.8122 -0.1785 0.4511 2.6 -1.5 -0.1
H -1.6959 -2.3558 -1.1972 1.0 2.1 2.6
H -0.5680 -2.4315 0.3719 -0.2 0.5 0.1
H -0.9344 0.5637 -1.6467 -0.1 -0.6 0.3
H 2.5701 1.0037 0.9652 -1.3 0.3 0.2
H 1.5381 -0.2573 1.5398 -0.2 -0.2 -0.7
H 0.8810 1.2936 1.8076 0.9 0.0 -1.2
H 1.5090 0.2818 -1.1884 -0.3 0.2 1.0
H 0.9876 1.8681 -0.6564 -0.9 -1.4 0.0
```
Forces are in eV/Å.

=====

Entry 5:
# C4H8OS2

One molecule with the formula C4H8OS2 (wB97M-V/def2-TZVPD, the Open Molecules 2025 dataset).

**Maximum force**: 2.4 eV/A
**Gap between HOMO and LUMO**: 8.59 eV
**HOMO**: -8.581 eV
**ΔE to the lowest compared entry with this formula, charge and spin**: 31.6 kcal per mole
**E_LUMO**: 0.013 eV
**Structure (SMILES)**: COCSC(C)=S

The geometry in XYZ format:
```
15
Properties=species:S:1:pos:R:3:forces:R:3
C -1.6465 -0.4430 -2.3988 -0.5 -0.7 -0.8
C 0.4805 -0.7397 -1.5494 -0.3 0.7 -1.0
C 0.3330 0.2098 1.0950 0.0 -1.4 0.4
C 0.0820 -1.2762 1.2903 -0.9 -0.1 0.4
H -2.6452 -0.6344 -1.9795 0.2 0.0 -0.6
H -1.4416 0.6356 -2.2320 0.1 -0.7 -0.2
H -1.5950 -0.6916 -3.5547 0.0 0.4 2.4
H 1.1102 -1.5274 -1.2428 1.2 -0.5 0.4
H 0.7229 -0.4080 -2.5777 0.6 0.1 0.5
H 0.1629 -1.5319 2.3429 0.0 0.2 0.1
H 0.6800 -1.9901 0.7466 0.6 0.2 -0.4
H -0.9436 -1.5309 0.9808 0.2 0.3 0.1
O -0.7763 -1.2919 -1.6032 -1.5 0.8 -0.8
S 0.6149 0.7570 -0.5123 0.3 0.4 -0.3
S 0.3017 1.2123 2.3697 0.1 0.3 -0.2
```
Forces are in eV/Å.

=====

Entry 6:
# C4H8OS2

One molecule with the formula C4H8OS2 (wB97M-V/def2-TZVPD, the Open Molecules 2025 dataset).

**Maximum force**: 2.7 eV/A
**Gap between HOMO and LUMO**: 9.60 eV
**HOMO**: -8.802 eV
**ΔE to the lowest compared entry with this formula, charge and spin**: 23.8 kcal per mole
**E_LUMO**: 0.802 eV
**Structure (SMILES)**: CS[C@@H]1COCS1

The geometry in XYZ format:
```
15
Properties=species:S:1:pos:R:3:forces:R:3
C -2.7466 0.0686 0.1584 -1.0 0.0 0.5
C 0.0719 -0.5144 0.4277 0.0 -0.3 0.5
C 0.6186 0.8147 -0.1594 0.6 -2.4 -1.0
C 2.5431 -0.3758 -0.3455 0.8 -0.6 -0.1
H -2.4168 1.0582 -0.1827 -0.2 -0.2 0.2
H -3.7978 -0.1191 -0.2758 1.9 -0.1 0.2
H -2.9610 0.0916 1.2664 0.7 -0.1 -1.0
H -0.0030 -0.4571 1.5288 -0.4 0.2 -0.6
H 0.4887 0.7556 -1.2550 -0.1 0.2 0.2
H 0.1007 1.6544 0.2224 -0.1 1.0 0.6
H 2.6024 -0.3182 -1.4578 0.1 -0.4 0.7
H 3.5405 -0.4980 0.1522 -0.9 -0.1 -0.7
O 2.0112 0.8066 0.1293 -0.8 0.8 0.6
S -1.4433 -1.1701 -0.3654 -0.7 0.7 0.5
S 1.3913 -1.7971 0.1565 0.1 1.5 -0.4
```
Forces are in eV/Å.

=====

Entry 7:
# C4H8OS3

One molecule with the formula C4H8OS3 (wB97M-V/def2-TZVPD, the Open Molecules 2025 dataset).

**Maximum force**: 1.7 eV/A
**Gap between HOMO and LUMO**: 9.28 eV
**HOMO**: -9.060 eV
**ΔE to the lowest compared entry with this formula, charge and spin**: 25.0 kcal per mole
**E_LUMO**: 0.224 eV
**Structure (SMILES)**: S=COC(CS)CS

The geometry in XYZ format:
```
16
Properties=species:S:1:pos:R:3:forces:R:3
C -0.4574 -0.7648 -0.6746 1.2 0.6 -0.2
C 0.2035 0.0264 0.5150 -0.2 -1.1 -1.2
C -0.6576 1.1980 0.8596 0.0 0.3 0.4
C 2.5539 -0.3695 0.1202 -1.1 0.9 -0.3
H -2.3404 -2.1129 -1.3214 0.4 0.3 0.5
H 0.2337 -1.4939 -1.0514 0.6 -0.3 -0.1
H -0.7071 -0.0917 -1.5130 0.2 -0.1 0.6
H 0.2833 -0.6118 1.4162 0.1 0.1 -0.4
H -1.5559 0.7981 1.3577 0.3 0.5 -0.2
H -0.0729 1.8064 1.5458 -0.3 0.2 0.2
H -2.3512 1.8293 -0.7579 0.9 0.2 0.2
H 2.2868 -1.3685 0.4210 -0.2 -0.4 0.3
O 1.5210 0.5211 0.1432 0.1 -0.8 0.1
S -1.8982 -1.6396 -0.1214 -1.1 -0.5 0.2
S -1.0611 2.2684 -0.5527 -1.0 0.0 0.0
S 4.0197 0.0050 -0.3864 0.3 0.1 0.0
```
Forces are in eV/Å.

=====

Entry 8:
# C4H8P2

A 2-piece molecular cluster, C4H8P2 overall (wB97M-V/def2-TZVPD, the Open Molecules 2025 dataset).

**Maximum force**: 3.8 eV/A
**Gap between HOMO and LUMO**: 9.12 eV
**HOMO**: -8.846 eV
**ΔE to the lowest compared entry with this formula, charge and spin**: 94.3 kcal per mole
**E_LUMO**: 0.270 eV
**Structure (SMILES)**: C=C=P.C=CP

The geometry in XYZ format:
```
14
Properties=species:S:1:pos:R:3:forces:R:3
C -1.4245 0.8056 0.1416 1.1 3.0 0.7
C 1.5360 -0.6965 -0.1235 0.0 -1.6 -0.3
C 2.0709 0.4517 -0.3709 1.0 -0.5 -1.0
C -0.3958 1.1371 0.9531 -1.8 -3.3 -0.2
P -2.2334 -0.8231 0.0116 -1.9 1.6 2.9
P 0.7873 -2.1263 0.1832 -0.3 0.0 0.0
H -1.7253 1.7485 -0.3975 -0.2 -1.5 -0.3
H -1.7682 -1.0775 -1.1958 0.3 -0.4 -2.6
H 2.0880 0.7433 -1.4493 -0.2 0.5 1.2
H 2.7390 0.8039 0.4102 0.1 0.6 -0.4
H -0.0327 0.3972 1.6438 0.1 -0.4 0.4
H 0.2721 1.9261 0.9022 0.4 2.2 -0.3
H -3.5600 -0.2060 -0.2417 1.0 -0.8 -0.4
H 1.6466 -3.0840 -0.4670 0.3 0.6 0.3
```
Forces are in eV/Å.

=====

Entry 9:
# C4H8S

One molecule with the formula C4H8S (wB97M-V/def2-TZVPD, the Open Molecules 2025 dataset).

**Maximum force**: 2.3 eV/A
**Gap between HOMO and LUMO**: 9.70 eV
**HOMO**: -8.602 eV
**ΔE to the lowest compared entry with this formula, charge and spin**: 10.5 kcal per mole
**E_LUMO**: 1.098 eV
**Structure (SMILES)**: C=CCSC

The geometry in XYZ format:
```
13
Properties=species:S:1:pos:R:3:forces:R:3
C -2.5170 0.1303 -0.0966 0.8 0.8 -0.5
C 0.1951 0.2723 0.2745 -0.2 -1.8 1.3
C 1.5194 -0.4713 0.4242 -0.8 0.0 -0.2
C 2.5333 -0.2245 -0.3889 0.8 -0.7 0.1
H -2.4495 0.7103 0.8492 -0.4 -0.5 -0.6
H -3.5154 -0.3106 -0.2672 0.7 -0.1 0.3
H -2.3049 0.8282 -0.9401 -0.4 -0.3 0.6
H 0.2463 0.9564 -0.5353 0.0 0.7 -0.6
H -0.1325 0.7665 1.2175 0.3 -0.3 -0.6
H 1.5485 -1.3293 1.1179 0.0 0.7 -0.2
H 3.4511 -0.8252 -0.3819 -0.4 0.2 0.2
H 2.5159 0.5330 -1.1508 -0.2 0.4 -0.1
S -1.0904 -1.0361 -0.1225 -0.2 0.9 0.3
```
Forces are in eV/Å.

=====

Entry 10:
# C4H8S2

One molecule with the formula C4H8S2 (wB97M-V/def2-TZVPD, the Open Molecules 2025 dataset).

**Maximum force**: 3.4 eV/A
**Gap between HOMO and LUMO**: 9.40 eV
**HOMO**: -8.739 eV
**ΔE to the lowest compared entry with this formula, charge and spin**: 61.4 kcal per mole
**E_LUMO**: 0.660 eV
**Structure (SMILES)**: CC1[C@H](S)[C@H]1S

The geometry in XYZ format:
```
14
Properties=species:S:1:pos:R:3:forces:R:3
C 0.1312 -1.3849 1.2006 -2.3 -1.8 0.2
C -0.4580 -0.4522 0.0658 -0.1 -2.2 1.1
C -0.2855 1.0036 0.0386 -1.6 1.4 1.8
C 0.5474 0.1358 -0.8583 -2.0 1.4 0.0
H -0.4345 -1.7424 2.2184 0.7 1.7 -2.6
H 1.1048 -1.0725 1.5061 0.7 0.2 0.1
H 0.1927 -2.3669 0.6553 0.4 0.8 0.6
H -1.3350 -0.8234 -0.4555 0.0 -0.3 0.3
H -0.0677 1.4261 1.0410 0.7 -0.1 -1.1
H -2.6824 1.5853 -0.3934 1.9 0.6 -0.7
H 0.0557 0.3862 -1.7972 1.1 -0.9 -0.6
H 2.4102 1.1552 -1.6551 0.0 -1.4 1.7
S -1.4066 1.9906 -0.9495 -2.2 -0.3 1.1
S 2.2278 0.1595 -0.6168 2.5 1.0 -1.9
```
Forces are in eV/Å.

=====

Entry 11:
# C4H8S2

A 2-piece molecular cluster, C4H8S2 overall (wB97M-V/def2-TZVPD, the Open Molecules 2025 dataset).

**Maximum force**: 5.2 eV/A
**Gap between HOMO and LUMO**: 8.03 eV
**HOMO**: -8.782 eV
**ΔE to the lowest compared entry with this formula, charge and spin**: 95.3 kcal per mole
**E_LUMO**: -0.747 eV

The geometry in XYZ format:
```
14
Properties=species:S:1:pos:R:3:forces:R:3
C 0.6221 1.0436 -0.8898 -4.3 -2.5 -1.4
C 0.0344 -0.1947 -0.1587 0.2 -0.1 -0.3
C 0.0083 0.1820 1.3509 2.6 -2.1 -0.6
C -1.3195 -0.4803 -0.9141 1.7 1.5 -0.5
H 1.5113 1.2244 -0.5081 4.2 1.4 1.7
H 0.7069 0.7130 -1.9115 0.3 0.5 -0.7
H -0.1325 1.8349 -0.8165 0.5 0.1 0.0
H 1.1277 0.2058 1.7840 -2.5 0.7 -1.3
H -0.4020 -0.6423 1.9015 -0.8 -0.2 0.4
H -0.5858 1.0529 1.3808 -0.4 1.2 0.8
H 1.0626 -2.1922 1.4289 0.1 0.8 -4.1
H -1.0708 -0.0719 -2.0872 -1.6 -1.7 2.9
S 1.1076 -1.7551 -0.4183 -0.7 0.2 4.1
S -2.6702 -0.9200 -0.1420 0.6 0.2 -1.1
```
Forces are in eV/Å.

=====

Entry 12:
# C4H8S2

One molecule with the formula C4H8S2 (wB97M-V/def2-TZVPD, the Open Molecules 2025 dataset).

**Maximum force**: 2.2 eV/A
**Gap between HOMO and LUMO**: 9.46 eV
**HOMO**: -8.660 eV
**ΔE to the lowest compared entry with this formula, charge and spin**: 36.0 kcal per mole
**E_LUMO**: 0.805 eV
**Structure (SMILES)**: CS/C=C/CS

The geometry in XYZ format:
```
14
Properties=species:S:1:pos:R:3:forces:R:3
C -2.9987 0.1168 -0.1186 -0.3 -1.6 1.5
C -0.3014 -0.2763 0.4328 0.5 -0.3 -1.3
C 0.7391 -0.2770 -0.3862 0.2 -0.6 -0.9
C 2.0911 0.2922 -0.1640 -0.8 1.5 -0.2
H -3.9203 -0.4117 -0.4278 0.4 0.1 0.4
H -3.1294 0.5280 0.9173 0.0 -0.1 -1.1
H -2.8511 0.8546 -0.8703 0.7 0.7 -0.4
H -0.3656 0.2126 1.3412 0.3 0.9 1.9
H 0.5187 -0.6948 -1.3502 0.2 -0.5 -0.4
H 1.9146 0.7458 0.8061 0.8 0.7 0.0
H 2.3455 1.0150 -0.9910 -0.5 -0.4 1.1
H 4.1446 -0.0754 0.8543 0.1 0.1 0.1
S -1.6690 -1.2081 -0.0155 -2.0 0.3 -0.7
S 3.4821 -0.8217 -0.0281 0.3 -0.9 0.0
```
Forces are in eV/Å.

=====

no.,DFT total energy (eV)
1,-17159.9618
2,-17156.3462
3,-17159.2819
4,-17155.7252
5,-27994.3297
6,-27994.6701
7,-38829.8711
8,-22850.3606
9,-15111.9304
10,-25945.7515
11,-25944.2803
12,-25946.8536